{
  "formula": "C9H22ClO10S2V",
  "method": "wB97M-V/def2-TZVPD",
  "elements": ["O", "V", "Cl", "O", "S", "O", "O", "C", "C", "C", "H", "H", "H", "H", "H", "H", "H", "H", "O", "S", "O", "O", "C", "C", "C", "H", "H", "H", "H", "H", "H", "H", "H", "C", "O", "C", "O", "O", "C", "H", "H", "H", "H", "H", "H"],
  "xyz": [[-17.51011, 3.69183, 0.37954], [-18.01499, 2.91652, 1.69022], [-19.64097, 1.39348, 0.34838], [-21.78138, -2.98393, 0.32416], [-22.05491, -2.89826, 1.76932], [-23.23403, -3.50669, 2.35528], [-20.66248, -3.38600, 2.53506], [-20.45783, -3.20559, 3.91416], [-21.05833, -4.39671, 4.73890], [-22.08735, -1.03050, 2.22683], [-20.89972, -2.27795, 4.27792], [-19.38439, -3.14920, 4.09484], [-20.60171, -5.36232, 4.52165], [-22.12591, -4.59504, 4.64383], [-21.05362, -4.15261, 5.80120], [-21.11010, -0.58392, 2.04339], [-22.33096, -1.02659, 3.28925], [-22.98951, -0.58302, 1.80972], [-15.06495, -0.51406, 2.65899], [-16.26150, -0.20644, 1.87775], [-16.69421, 1.20408, 1.73996], [-16.09246, -0.88615, 0.33262], [-17.10957, -0.70755, -0.60752], [-16.70542, -1.38441, -1.91929], [-17.61507, -1.21809, 2.51003], [-17.26615, 0.34307, -0.85204], [-18.06983, -1.08411, -0.25509], [-17.41089, -1.24010, -2.73757], [-16.59280, -2.46100, -1.79136], [-15.74788, -0.97169, -2.23690], [-18.50452, -1.16743, 1.88201], [-17.76235, -0.98036, 3.56354], [-17.42755, -2.28931, 2.43640], [-20.42047, -1.23904, -2.07866], [-19.99060, -0.49262, -3.18998], [-20.84793, 0.30073, -3.76390], [-21.99403, 0.55197, -3.42030], [-20.21814, 0.99400, -4.65759], [-20.88133, 1.94120, -5.39817], [-19.72925, -2.00379, -1.72443], [-21.33848, -1.75945, -2.35169], [-20.63350, -0.57404, -1.24171], [-21.21324, 1.55383, -6.36143], [-20.18247, 2.76175, -5.56066], [-21.79390, 2.31949, -4.93753]],
  "forces_ev_per_a": [[-1.33, -1.82, 4.33], [0.80, -1.52, -6.55], [1.46, 1.84, 1.98], [-0.16, -0.20, 3.00], [-0.10, 1.71, -0.95], [1.72, 0.51, -0.59], [-0.88, 0.52, -2.18], [-1.43, -1.39, 1.86], [-0.24, 0.47, 0.11], [-0.42, -2.17, 0.71], [-0.03, 0.12, -0.11], [0.04, -0.10, -0.26], [0.43, 0.26, 0.15], [-0.13, 0.53, -0.91], [0.82, -0.10, 0.15], [-0.38, 0.05, -0.37], [0.36, -0.06, 0.16], [0.47, -0.07, -0.78], [-2.46, 1.27, -2.01], [1.38, -3.63, -0.94], [-0.60, 0.99, 0.40], [1.32, 1.30, 3.89], [-1.69, 0.55, -2.21], [0.53, -0.36, 0.40], [-0.26, -0.09, -0.23], [0.14, 0.19, 0.34], [0.04, -0.20, 0.17], [-0.24, 0.31, 0.33], [0.09, 0.00, 0.08], [0.03, -0.07, -0.04], [-0.12, 0.89, 0.18], [-0.15, 0.26, -0.17], [1.06, 0.12, 0.01], [-1.55, -0.44, 0.64], [1.82, -1.29, 0.21], [-2.68, 1.98, 1.38], [0.85, -1.22, -0.08], [2.05, -0.76, -0.72], [-1.23, 1.61, -1.23], [0.49, 0.31, -0.67], [-0.08, 0.03, 0.27], [-0.14, 0.03, -0.01], [0.29, -0.22, -0.09], [-0.09, -0.06, -0.06], [0.21, -0.07, 0.42]],
  "e_above_lowest_ev": 4.406,
  "total_charge": 1,
  "spin_multiplicity": 2
}

---

{
  "formula": "C50H37N8O3SiZr",
  "method": "wB97M-V/def2-TZVPD",
  "elements": ["Zr", "C", "C", "N", "C", "C", "N", "C", "C", "C", "C", "C", "N", "C", "C", "N", "C", "C", "N", "C", "C", "C", "N", "C", "C", "H", "H", "H", "H", "H", "H", "H", "H", "H", "H", "H", "H", "O", "C", "C", "C", "C", "C", "C", "C", "N", "N", "C", "O", "C", "C", "C", "C", "C", "C", "H", "H", "H", "H", "H", "H", "H", "H", "H", "H", "O", "Si", "C", "C", "C", "C", "C", "C", "C", "C", "C", "C", "C", "C", "C", "C", "C", "C", "C", "C", "H", "H", "H", "H", "H", "H", "H", "H", "H", "H", "H", "H", "H", "H", "H"],
  "xyz": [[0.91850, 0.19907, 1.18407], [-0.98730, 2.72057, 4.42307], [0.07020, 2.03047, 3.82877], [0.32190, 2.15567, 2.53217], [-0.45730, 2.98187, 1.81247], [-1.53010, 3.63917, 2.42347], [-1.78520, 3.49657, 3.71187], [-0.06680, 3.11087, 0.39317], [-0.43540, 4.17967, -0.41583], [0.00560, 4.22787, -1.74523], [0.85010, 3.20117, -2.17473], [1.22510, 2.19847, -1.28763], [0.75290, 2.14817, -0.03843], [2.25940, 1.18587, -1.56703], [2.86410, 0.97637, -2.80943], [3.85550, 0.11827, -2.95343], [4.25770, -0.55393, -1.88883], [3.65530, -0.37813, -0.64263], [2.66920, 0.49617, -0.48783], [-0.36700, 5.33857, -2.63163], [-1.41850, 6.20037, -2.30943], [-1.72580, 7.24407, -3.16743], [-1.08200, 7.46927, -4.29633], [-0.08910, 6.66077, -4.61643], [0.31560, 5.59457, -3.82503], [-1.19690, 2.65127, 5.47917], [0.74850, 1.39707, 4.39357], [-2.21040, 4.28077, 1.88107], [-1.01620, 4.98457, 0.00317], [1.22860, 3.19407, -3.18233], [2.54630, 1.49027, -3.70563], [5.07110, -1.24813, -2.04603], [3.97580, -0.92743, 0.23767], [-1.99930, 6.06627, -1.41303], [-2.52700, 7.93267, -2.93723], [0.40990, 6.88037, -5.55113], [1.16400, 5.00717, -4.13913], [2.47420, 0.38687, 2.35107], [3.00040, -0.54393, 3.11437], [4.38810, -0.54043, 3.35377], [4.98580, -1.47283, 4.16927], [4.23400, -2.47873, 4.77567], [2.87250, -2.49553, 4.59037], [2.22310, -1.54023, 3.78657], [0.79800, -1.57273, 3.68687], [0.14540, -0.79913, 2.88317], [-1.21830, -0.85653, 2.89897], [-1.76750, -0.21113, 1.90447], [-1.06850, 0.42097, 1.00627], [-3.23160, -0.17483, 1.86527], [-3.97040, -0.98513, 2.72657], [-5.34680, -0.88953, 2.73947], [-5.98960, 0.00247, 1.89327], [-5.26090, 0.78787, 1.01307], [-3.88190, 0.70257, 0.99997], [4.97270, 0.23627, 2.88277], [6.04740, -1.41363, 4.34847], [4.72020, -3.22133, 5.39107], [2.26620, -3.25293, 5.06497], [0.23480, -2.25573, 4.32657], [-3.44410, -1.66743, 3.37367], [-5.92380, -1.50143, 3.41527], [-7.06410, 0.08587, 1.92657], [-5.77560, 1.46577, 0.34767], [-3.29000, 1.32137, 0.34087], [1.18340, -1.53843, 0.40107], [0.33550, -2.23293, -0.77433], [0.03760, -0.97293, -2.18833], [-0.89850, 0.04847, -2.03993], [-1.21330, 0.89667, -3.09103], [-0.59110, 0.73707, -4.31933], [0.36820, -0.25023, -4.47813], [0.67640, -1.09133, -3.42153], [-1.32640, -2.83183, -0.06623], [-2.52300, -2.83783, -0.77663], [-3.67020, -3.39853, -0.24193], [-3.64620, -3.96383, 1.02067], [-2.47050, -3.94613, 1.75367], [-1.32610, -3.38623, 1.21297], [1.36810, -3.67413, -1.44453], [1.00470, -4.39673, -2.57713], [1.79050, -5.43893, -3.03973], [2.94850, -5.79163, -2.36603], [3.31530, -5.09403, -1.22793], [2.53530, -4.04203, -0.78233], [-1.43000, 0.15037, -1.10083], [-1.96140, 1.66897, -2.95723], [-0.87190, 1.36217, -5.15363], [0.86570, -0.37903, -5.42843], [1.41290, -1.86963, -3.56103], [-2.55320, -2.41123, -1.76913], [-4.58380, -3.40933, -0.81703], [-4.53340, -4.42953, 1.42547], [-2.44710, -4.38803, 2.73927], [-0.39990, -3.39233, 1.77587], [0.10010, -4.13493, -3.10863], [1.50530, -5.98333, -3.92903], [3.56250, -6.60603, -2.72383], [4.20890, -5.37553, -0.69073], [2.82660, -3.48443, 0.09737]],
  "forces_ev_per_a": [[2.52, 1.96, -2.03], [0.26, -0.05, -0.14], [0.14, 0.25, 0.11], [-0.66, 0.42, 0.10], [-0.21, 0.34, 0.61], [0.49, -0.17, -0.49], [-0.19, 0.07, 0.27], [-0.19, 0.46, -0.26], [0.20, -0.40, 0.07], [0.24, -0.52, 0.44], [-0.01, -0.01, 0.36], [0.03, 0.49, -0.08], [-0.28, 0.36, -0.39], [0.58, -0.16, -0.16], [-0.19, 0.27, 0.44], [0.10, -0.07, -0.31], [-0.08, -0.02, 0.32], [0.25, 0.01, -0.13], [-0.17, 0.12, -0.84], [-0.17, 0.57, -0.45], [0.22, -0.17, -0.12], [-0.15, -0.09, 0.32], [-0.12, 0.39, -0.35], [0.26, -0.26, -0.01], [-0.16, 0.03, 0.19], [0.06, -0.13, 0.12], [-0.21, -0.01, -0.04], [0.04, 0.01, -0.20], [-0.06, 0.01, 0.04], [0.05, -0.05, -0.06], [-0.09, 0.11, 0.05], [0.04, -0.08, 0.19], [-0.09, -0.01, -0.12], [-0.13, 0.00, 0.08], [-0.10, 0.00, 0.09], [0.12, -0.07, -0.03], [0.05, -0.06, -0.02], [0.73, -0.06, 0.87], [0.84, -0.91, 1.28], [-0.35, 0.24, -0.25], [-0.16, -0.11, -0.01], [0.00, -0.02, 0.06], [-0.04, 0.14, -0.10], [0.65, 0.30, -0.38], [-0.41, 0.21, -0.01], [-0.15, -0.81, 0.92], [-1.17, -0.01, 0.29], [-0.15, -0.75, 1.40], [-1.24, -0.04, -0.22], [-0.22, 0.08, -0.18], [0.08, 0.12, -0.08], [-0.03, 0.04, 0.00], [-0.02, -0.02, -0.02], [-0.13, 0.01, 0.00], [0.21, -0.11, 0.10], [0.05, 0.09, -0.03], [0.15, -0.04, -0.03], [-0.04, -0.02, 0.04], [-0.05, -0.09, 0.08], [-0.02, 0.14, -0.09], [-0.01, -0.05, 0.08], [-0.06, -0.07, 0.06], [-0.15, 0.00, -0.05], [0.00, 0.06, -0.03], [0.02, 0.05, -0.11], [0.29, -0.51, 0.46], [-0.92, -1.28, -1.56], [-0.02, -0.59, 0.43], [-0.41, -0.05, 0.02], [-0.08, 0.02, -0.02], [-0.05, 0.09, 0.04], [0.05, -0.06, -0.04], [0.02, -0.21, 0.00], [0.65, 0.25, -0.23], [0.09, 0.08, -0.15], [-0.17, -0.02, -0.08], [0.06, -0.01, 0.00], [0.03, -0.11, 0.07], [0.16, -0.10, -0.06], [-0.33, 0.55, 0.24], [-0.07, 0.01, -0.05], [-0.05, -0.10, -0.16], [0.03, 0.01, 0.04], [0.15, -0.10, 0.00], [-0.01, 0.20, 0.15], [-0.03, 0.04, -0.12], [-0.03, 0.00, -0.01], [0.01, 0.11, -0.09], [0.02, -0.01, -0.10], [0.09, -0.09, -0.07], [-0.06, 0.06, -0.15], [-0.09, 0.02, -0.07], [-0.06, 0.02, 0.05], [0.03, -0.02, 0.10], [0.00, -0.07, 0.12], [-0.12, -0.03, -0.11], [-0.06, -0.01, -0.04], [0.00, -0.04, -0.02], [0.09, 0.01, 0.06], [0.10, -0.02, 0.16]],
  "e_above_lowest_ev": 1.220,
  "total_charge": 1
}